Record 1
# C31H53N8O13

A 9-piece molecular cluster, C31H53N8O13 overall in a non-equilibrium geometry (ωB97M-V/def2-TZVPD, OMol25).

```
! RIJCOSX wB97M-V def2-TZVPD def2/J DEFGRID3
* xyz -1 1
C 46.2990 31.4690 5.3790
O 46.9260 32.1480 4.6440
O 46.0300 31.7200 6.6460
O 45.8800 30.2570 4.9970
H 46.2840 32.5050 7.0080
C 47.0090 36.0440 1.2790
C 48.1660 36.8960 1.2320
C 49.3880 36.7780 2.1370
C 49.3000 35.7850 3.2700
C 48.0410 34.9160 3.3380
C 46.9150 35.0790 2.1870
N 50.3590 35.7430 4.2790
O 51.3860 36.4930 4.1240
O 50.4010 34.7980 4.9820
H 46.2470 36.3560 0.4880
H 48.1140 37.7010 0.2930
H 50.2380 37.3320 1.8640
H 47.7950 34.2860 4.1170
H 46.0440 34.4940 2.2350
C 43.1870 33.1610 4.7790
C 42.1540 34.3310 4.7500
C 40.6940 34.0460 5.0570
C 40.2200 32.5610 5.4930
C 41.3550 31.5160 5.6390
C 42.7820 31.9220 5.2140
N 38.8610 32.1890 5.8570
O 37.9730 32.9510 5.3340
O 38.5830 31.0830 6.3920
H 44.2160 33.3310 4.7580
H 42.4880 35.1900 4.5590
H 39.9300 34.8680 5.2620
H 41.2410 30.5010 5.9880
H 43.6030 31.2060 5.2140
C 44.0560 30.8790 -0.5540
O 43.4120 31.0300 -1.5960
N 43.8310 31.7010 0.5240
C 44.7590 31.4730 1.6500
C 42.8370 32.7100 0.5860
H 44.6780 29.8950 -0.4870
H 44.8690 30.4650 2.2490
H 44.3500 31.9850 2.4050
H 45.8670 31.8220 1.6880
H 43.1420 33.4380 -0.0820
H 42.7420 32.9300 1.7400
H 41.9270 32.3280 0.3850
C 41.2970 28.4780 8.2230
O 40.8450 28.7700 9.3690
N 42.5160 28.8640 7.6910
C 42.8690 28.3010 6.4350
C 43.4970 29.7230 8.3590
H 40.4700 27.8920 7.6700
H 42.8660 27.3490 6.9140
H 43.7650 28.5500 5.9550
H 41.9920 28.4930 5.8680
H 44.2650 29.8900 7.4220
H 43.9770 28.9970 9.1390
H 43.0940 30.3440 8.9310
C 42.5770 33.0580 10.8530
O 42.0210 33.4810 11.8320
N 43.7340 33.5550 10.4170
C 44.2970 33.2130 9.1080
C 44.4610 34.6390 11.1390
H 42.0870 32.2650 10.2340
H 44.1830 34.0370 8.2370
H 43.9570 32.3790 8.7280
H 45.2610 33.2240 8.9660
H 45.1690 35.0950 10.4680
H 45.2860 34.2620 11.9850
H 43.7850 35.4500 11.4040
C 48.5060 33.8480 7.1520
O 47.7570 34.8670 6.8920
N 49.0420 33.5370 8.3510
C 49.7120 32.2800 8.6090
C 48.5130 34.3330 9.5620
H 48.6240 32.9140 6.4590
H 50.7930 32.4680 8.3590
H 49.3390 31.1750 7.9590
H 49.4770 31.9500 9.6880
H 49.4480 34.3400 10.2920
H 47.7860 33.6460 10.0300
H 48.1910 35.2340 9.3250
C 47.9940 29.7700 2.1580
O 47.3720 29.2900 1.2050
N 49.2950 30.0120 2.0080
C 49.9350 30.6310 3.2690
C 50.1200 29.6850 0.8460
H 47.5780 30.0580 3.2630
H 50.1820 31.6920 3.4870
H 50.8650 30.1460 3.6840
H 49.2890 30.6470 4.1830
H 49.8700 28.6570 0.5960
H 51.1650 29.6230 0.8540
H 49.9690 30.3570 0.1760
C 46.1460 26.2940 8.4480
O 46.0570 25.2950 9.1850
N 47.2740 26.9660 8.1710
C 47.1230 28.0990 7.1550
C 48.5500 26.7750 8.8630
H 45.1930 26.6750 8.0570
H 47.6610 27.6010 6.2320
H 47.5910 29.0760 7.5590
H 46.0530 28.5070 6.8410
H 49.1240 26.4240 8.1500
H 48.7330 25.9860 9.7300
H 48.5990 27.7220 9.3710
*
```

Output
* HOMO level: -0.2318 Ha
* energy relative to the best compared isomer or geometry (same formula, charge and spin): 272.4 kJ/mol



Record 2
# C24H50BeClCs3F8GaMgNO11P

C24H50BeClCs3F8GaMgNO11P as an isolated structure in a non-equilibrium geometry (ωB97M-V/def2-TZVPD, OMol25).

```
! RIJCOSX wB97M-V def2-TZVPD def2/J DEFGRID3
* xyz 1 1
C 2.1264 -7.4280 -1.0548
C 3.2125 -6.7102 -1.8791
C 3.3631 -5.2051 -1.5704
C 3.5873 -4.8401 -0.0274
C 4.9195 -3.9959 0.2646
C 4.5379 -2.4720 0.2823
C 5.7746 -1.5057 0.7345
C 5.3969 -0.5548 1.9372
C 4.7919 0.8758 1.5769
Ga 3.6359 0.9148 -0.0929
C 1.8700 -0.1872 0.1158
C 1.2949 0.2166 1.5594
C -0.2570 -0.1772 1.8338
C -1.1876 -0.3145 0.5063
C -2.6981 -0.5864 1.0233
C -3.6670 -0.8343 -0.1457
C -5.0424 -1.2165 0.5189
C -6.2413 -0.6090 -0.2203
O -6.2030 -1.0774 -1.5606
C -6.7227 -0.1231 -2.4380
C -5.8094 0.9822 -2.9792
O -7.8211 -0.1764 -2.7475
C 2.9628 2.9367 -0.3032
O 3.8103 3.6521 -1.0652
C 3.2981 4.0273 -2.3418
C 4.6753 0.5048 -1.8454
C 6.0010 1.3793 -1.8786
F 3.7865 0.7860 -3.0096
H 2.2774 -8.5082 -1.1990
H 2.2129 -7.2660 0.0302
H 1.1080 -7.2347 -1.4174
H 4.1679 -7.2415 -1.7968
H 2.8963 -6.7860 -2.9650
H 2.4507 -4.6960 -1.9157
H 4.2602 -4.8440 -2.0989
H 2.7398 -4.1941 0.2729
H 3.5531 -5.7312 0.6068
H 5.6337 -4.2444 -0.5310
H 5.3055 -4.2860 1.2477
H 4.0320 -2.1274 -0.6524
H 3.7896 -2.3553 1.0859
H 6.2499 -0.9989 -0.1173
H 6.5310 -2.2071 1.1168
H 4.7783 -1.1383 2.6300
H 6.3420 -0.3542 2.4661
H 5.5637 1.6557 1.5726
H 4.1250 1.1581 2.4105
H 1.2390 0.1427 -0.7287
H 2.0464 -1.3202 -0.0045
H 1.4434 1.2827 1.7041
H 1.9473 -0.3482 2.3361
H -0.3923 -1.1511 2.4647
H -0.7069 0.6520 2.4719
H -0.8204 -1.1361 -0.2242
H -1.1721 0.6174 -0.0691
H -2.9587 0.3295 1.6097
H -2.6572 -1.5044 1.7113
H -3.3586 -1.6666 -0.7857
H -3.8460 0.0753 -0.7330
H -4.9938 -0.8337 1.5829
H -5.1886 -2.3054 0.5599
H -7.1960 -0.8854 0.2468
H -6.1819 0.4959 -0.1950
H -6.0678 1.2219 -4.0114
H -5.9848 1.8810 -2.3720
H -4.7747 0.6255 -2.8934
H 1.9392 2.8622 -0.7015
H 2.9887 3.3555 0.7219
H 2.2078 4.1266 -2.3760
H 3.6058 3.3300 -3.1366
H 3.7242 5.0018 -2.6145
H 5.0100 -0.6015 -1.9039
H 6.1663 1.8834 -0.9174
H 6.8852 0.7726 -2.1062
H 5.9545 2.1791 -2.6294
Be -4.5950 0.4151 2.6591
F -5.1399 3.2277 -0.0977
P -5.7248 4.1570 1.0974
F -7.0442 4.3637 0.1576
F -4.8995 4.9899 2.2157
F -5.0831 5.4204 0.2938
F -5.1822 2.7742 1.8459
F -6.9508 4.1516 2.1548
Cs 3.7584 -1.5374 -2.6161
C -8.0185 0.9954 2.2384
O -7.6986 2.2499 2.2601
H -9.0039 0.7146 2.6681
H -8.0254 0.4947 1.2480
H -7.3088 0.3112 2.8348
N -3.5067 7.0354 -1.9841
O -4.5534 7.5074 -2.4014
O -2.7335 7.7195 -1.2923
O -3.2086 5.8422 -2.2459
Cs 0.0953 -2.4161 1.8431
Cs -2.8345 4.7329 -0.2879
O 1.4314 3.4392 4.2551
Cl 1.6892 3.9897 2.9515
O 2.9815 4.6094 2.9209
O 0.6699 4.9387 2.5963
O 1.6682 2.8982 1.9632
Mg -4.3492 -1.7105 4.4918
F 3.1369 -6.9625 -4.8224
*
```

Output
* HOMO level: -0.3609 Ha



Record 3
# C8H10O

A single C8H10O molecule in a non-equilibrium geometry (ωB97M-V/def2-TZVPD, OMol25).

```
! RIJCOSX wB97M-V def2-TZVPD def2/J DEFGRID3
* xyz 0 1
C 0.4899 -0.6164 -0.1556
C -1.6230 0.5964 -0.4857
C 1.1874 0.4944 0.6125
C 1.4522 -1.3581 -1.0869
O -0.5312 -0.0631 -1.0750
C -0.1271 -1.5615 0.7718
C -1.3286 1.9946 -0.0509
C -0.6960 -2.3270 1.4965
C -1.1784 3.1803 0.0695
H -1.9939 0.0394 0.3881
H -2.4097 0.6430 -1.2470
H 1.6086 1.2292 -0.0783
H 0.4255 1.0583 1.2092
H 1.9703 0.0910 1.2601
H 2.1539 -1.9575 -0.5156
H 2.0000 -0.6361 -1.6813
H 0.8790 -1.9995 -1.7487
H -1.2347 -3.0204 2.0766
H -1.0442 4.2131 0.2408
*
```

Output
* HOMO level: -0.3701 Ha
* energy relative to the best compared isomer or geometry (same formula, charge and spin): 413.2 kJ/mol
* SMILES string: C#CCOC(C)(C)C#C



Record 4
# C3H6N3O2

A 2-piece molecular cluster, C3H6N3O2 overall in a non-equilibrium geometry (ωB97M-V/def2-TZVPD, OMol25).

```
! RIJCOSX wB97M-V def2-TZVPD def2/J DEFGRID3
* xyz 1 3
C 0.3503 -0.1118 -0.6459
C -1.3907 -0.0488 0.8709
C -0.4893 1.1249 1.1100
N -0.8311 -0.6494 -0.3557
N 0.6399 0.8576 0.1463
N 1.8926 -1.0941 -1.6740
O 1.5085 -2.0806 -2.1189
O 2.8480 -0.4568 -1.6353
H -1.5661 -0.8632 1.5783
H -2.5233 0.2924 0.6262
H -0.8524 2.1101 0.7165
H -0.1496 1.2671 2.0702
H -0.9082 -1.6592 -0.6324
H 1.4717 1.3118 -0.0563
*
```

Output
* ⟨S²⟩: 2.008
* HOMO level (spin up / spin down): -0.4780 / -0.5486 Ha
* energy relative to the best compared isomer or geometry (same formula, charge and spin): 220.2 kJ/mol



Record 5
# C2HNO2

A 2-piece molecular cluster, C2HNO2 overall in a non-equilibrium geometry (ωB97M-V/def2-TZVPD, OMol25).

```
! RIJCOSX wB97M-V def2-TZVPD def2/J DEFGRID3
* xyz 0 1
C -1.7404 1.0273 -0.2561
C 0.8689 -4.1461 -0.0691
N -0.8927 0.2743 -0.4210
O 1.9871 -3.9726 -0.1498
O -0.3484 -4.5213 0.0575
H -2.4683 1.7111 -0.2021
*
```

Output
* HOMO level: -0.4609 Ha
* energy relative to the best compared isomer or geometry (same formula, charge and spin): 63.8 kJ/mol
* SMILES string: O=C=O.C#N



Record 6
# C40H42ClIN3OP2PdSi2

C40H42ClIN3OP2PdSi2 as an isolated structure (ωB97M-V/def2-TZVPD, OMol25).

```
! RIJCOSX wB97M-V def2-TZVPD def2/J DEFGRID3
* xyz -1 1
Pd -0.6809 -0.4887 -1.0168
C 3.4307 -1.1402 -3.7127
Si 1.6064 -0.7642 -3.4293
C 0.6563 -2.2459 -4.0711
C 1.1162 0.6947 -4.5058
N 1.3175 -0.5200 -1.7494
P 1.6664 0.7701 -0.7992
C 0.1836 1.1931 -0.1732
P -0.4765 0.9703 1.3681
N -0.9973 -0.5003 1.6091
Si -2.2971 -1.2408 2.4061
C -2.2211 -0.9714 4.2734
C -3.9716 -0.6332 1.8136
C -2.1852 -3.0934 2.0934
C 0.6926 1.5050 2.6634
C 1.2460 0.5426 3.5006
C 2.1733 0.9052 4.4673
C 2.5506 2.2337 4.6040
C 2.0056 3.2001 3.7670
C 1.0825 2.8349 2.7982
C -1.8710 2.1341 1.5455
C -2.6821 2.3762 0.4396
C -3.8565 3.0984 0.5805
C -4.2255 3.5984 1.8228
C -3.4190 3.3689 2.9289
C -2.2498 2.6322 2.7903
C 3.0056 0.3220 0.3472
C 3.3347 -1.0139 0.5430
C 4.3022 -1.3659 1.4747
C 4.9426 -0.3839 2.2154
C 4.6160 0.9538 2.0267
C 3.6526 1.3041 1.0957
C 2.4186 2.1423 -1.7335
C 1.5997 3.2001 -2.1161
C 2.1040 4.2230 -2.9051
C 3.4310 4.1959 -3.3135
C 4.2583 3.1513 -2.9207
C 3.7535 2.1305 -2.1286
H 3.6125 -1.3107 -4.7778
H 3.7176 -2.0455 -3.1716
H 4.0863 -0.3312 -3.3888
H 0.8848 -2.3857 -5.1315
H -0.4198 -2.0904 -3.9737
H 0.9164 -3.1674 -3.5486
H 1.1135 0.4141 -5.5625
H 1.7842 1.5484 -4.3816
H 0.1055 1.0139 -4.2359
H -2.2855 0.0951 4.5059
H -1.2815 -1.3476 4.6872
H -3.0440 -1.4776 4.7857
H -4.1645 0.3791 2.1815
H -4.7891 -1.2775 2.1488
H -3.9915 -0.5898 0.7218
H -1.1480 -3.4285 2.1728
H -2.5409 -3.3383 1.0896
H -2.7871 -3.6616 2.8078
H 0.9333 -0.4877 3.3749
H 2.6050 0.1502 5.1132
H 3.2714 2.5182 5.3615
H 2.2989 4.2377 3.8725
H 0.6529 3.5856 2.1435
H -2.3966 1.9724 -0.5260
H -4.4929 3.2603 -0.2806
H -5.1449 4.1611 1.9303
H -3.7062 3.7549 3.8995
H -1.6287 2.4380 3.6575
H 2.8207 -1.7627 -0.0472
H 4.5564 -2.4083 1.6228
H 5.6952 -0.6599 2.9440
H 5.1060 1.7216 2.6119
H 3.3984 2.3472 0.9477
H 0.5692 3.1945 -1.7769
H 1.4609 5.0412 -3.2046
H 3.8255 4.9927 -3.9321
H 5.2966 3.1352 -3.2282
H 4.4015 1.3223 -1.8094
Cl -4.9139 -5.9833 -2.0785
C -4.3221 -4.3401 -1.9673
C -5.1987 -3.2954 -2.1110
C -4.7666 -1.9730 -2.0105
I -6.1430 -0.4163 -2.1850
C -3.4282 -1.6106 -1.7649
O -3.0099 -0.4228 -1.6438
C -2.5212 -2.7558 -1.6378
N -1.2194 -2.4494 -1.3984
C -0.3425 -3.3988 -1.1750
C -0.6951 -4.7570 -1.2083
C -1.9866 -5.1038 -1.4900
C -2.9552 -4.0975 -1.7114
H -6.2440 -3.5051 -2.2941
H 0.6725 -3.0718 -0.9831
H 0.0574 -5.5097 -1.0167
H -2.2880 -6.1418 -1.5274
*
```

Output
* HOMO level: -0.1609 Ha



Record 7
# C14H35CaN3S2

C14H35CaN3S2 as an isolated structure (ωB97M-V/def2-TZVPD, OMol25).

```
! RIJCOSX wB97M-V def2-TZVPD def2/J DEFGRID3
* xyz 2 1
Ca -0.0656 0.2235 -0.0049
S 1.9297 0.8165 -1.8895
S -1.5757 -2.0862 0.1268
C 2.2773 2.6002 -1.7314
C 1.0254 0.8014 -3.4827
C -0.4758 0.6140 -3.3314
N -0.7578 -0.4204 -2.3064
C -2.1460 -0.9230 -2.3905
C -2.3062 -2.1816 -1.5511
H 1.4474 -0.0432 -4.0458
H 1.2560 1.7288 -4.0162
H -0.9006 0.3107 -4.3041
H -0.9705 1.5495 -3.0276
H -2.3993 -1.1530 -3.4411
H -2.8224 -0.1229 -2.0534
H -1.7889 -3.0199 -2.0404
H -3.3647 -2.4384 -1.4413
C -3.0903 -2.1377 1.1431
H -0.1252 -1.2119 -2.4857
H -3.7536 -1.2999 0.8934
H -2.7834 -2.0709 2.1940
H -3.6013 -3.0926 0.9751
H 2.8356 2.7578 -0.8001
H 1.3429 3.1757 -1.7070
H 2.8991 2.9136 -2.5794
C 2.3373 -3.8531 -1.6201
C 2.7972 -3.8606 -0.3584
H 2.8966 -3.3732 -2.4355
H 1.3991 -4.3543 -1.8961
H 3.7399 -3.3692 -0.0872
H 2.2508 -4.3676 0.4463
C -2.0072 1.0795 2.5744
N -1.2185 1.6779 1.4784
C -2.0766 2.5302 0.6389
C -0.0524 2.4535 1.9688
C 0.9433 1.5894 2.7513
N 1.3341 0.3378 2.0163
C 2.6969 0.4343 1.4652
C 1.2345 -0.8459 2.8884
H -2.9216 0.6380 2.1505
H -2.2894 1.8445 3.3209
H -1.4442 0.2824 3.0793
H -1.5448 2.8051 -0.2895
H -2.9952 1.9892 0.3667
H -2.3569 3.4617 1.1651
H 0.4465 2.9050 1.0922
H -0.3943 3.2821 2.6190
H 1.8511 2.1901 2.9391
H 0.5202 1.3174 3.7315
H 3.4509 0.4796 2.2718
H 2.9087 -0.4510 0.8428
H 2.7879 1.3341 0.8405
H 1.8985 -0.7357 3.7677
H 0.1996 -0.9622 3.2403
H 1.5219 -1.7493 2.3293
*
```

Output
* HOMO level: -0.5539 Ha
* energy relative to the best compared isomer or geometry (same formula, charge and spin): 0.0 kJ/mol



Record 8
# C2H4N4O

A single C2H4N4O molecule (ωB97M-V/def2-TZVPD, OMol25).

```
! RIJCOSX wB97M-V def2-TZVPD def2/J DEFGRID3
* xyz 0 1
N -0.3492 0.7565 2.0848
C -0.0482 0.3811 0.7887
N 0.9796 0.8867 0.1358
N 0.9249 0.1850 -1.0341
C -0.1182 -0.6470 -1.0157
O -0.3708 -1.4010 -2.0974
N -0.7730 -0.5701 0.1205
H 0.1152 1.6140 2.3529
H -1.3399 0.7733 2.2811
H 1.5866 0.3337 -1.7771
H -0.5819 -2.2980 -1.8190
*
```

Output
* HOMO level: -0.3157 Ha
* energy relative to the best compared isomer or geometry (same formula, charge and spin): 25.2 kJ/mol
* SMILES string: Nc1n[nH]c(O)n1